41
Properties=species:S:1:pos:R:3 method="wB97M-V/def2-TZVPD" de_lowest_kj_mol=0.00 gap_ev=5.0 largest_force_ev_per_a=0.57 charge=+2 mol_weight_g_mol=879.74 homo_energy_ev=-13.57 energy_ev=-363698.4599 multiplicity=1
Mo 0.249 0.278 0.018
O -0.991 0.005 -5.315
C 0.104 0.833 -5.292
C 0.609 1.471 -6.412
C 1.690 2.328 -6.270
C 2.257 2.557 -5.023
C 1.741 1.914 -3.911
C 0.670 1.039 -4.041
C 0.081 0.301 -2.885
O 0.845 0.516 -1.682
N -1.229 0.817 -2.518
N -1.566 0.443 -1.234
C -2.803 0.416 -0.880
C -3.213 0.214 0.474
Br -1.743 0.240 1.699
C -4.439 0.128 1.022
C -5.724 0.006 0.355
C -6.830 0.525 1.036
C -8.083 0.500 0.451
C -8.244 -0.079 -0.800
C -7.161 -0.652 -1.461
C -5.905 -0.615 -0.888
H -1.263 -0.175 -6.223
H 0.158 1.307 -7.384
H 2.088 2.826 -7.144
H 3.097 3.229 -4.922
H 2.185 2.075 -2.938
H 0.060 -0.778 -3.070
H -1.947 0.663 -3.220
H -3.574 0.604 -1.620
H -4.489 0.186 2.105
H -6.698 0.967 2.016
H -8.932 0.918 0.973
H -9.225 -0.114 -1.253
H -7.307 -1.150 -2.409
H -5.093 -1.144 -1.368
Se 1.598 -0.620 4.497
Sb 2.897 -0.404 2.617
Se 1.400 1.804 1.206
Se 1.081 -1.728 0.608
Se 4.822 -0.344 1.380


57
Properties=species:S:1:pos:R:3 method="wB97M-V/def2-TZVPD" gap_ev="8.3 / 8.1" largest_force_ev_per_a=1.17 charge=+2 mol_weight_g_mol=615.26 homo_energy_ev="-14.02 / -14.03" energy_ev=-197078.8829 multiplicity=6
Mn 0.742 -0.795 0.466
O 6.770 -2.460 0.612
C 5.499 -2.210 0.364
C 4.914 -2.231 -0.906
C 3.571 -1.965 -1.034
N 2.778 -1.680 0.008
C 3.367 -1.656 1.203
Br 2.148 -1.237 2.635
C 4.683 -1.898 1.464
H 7.278 -2.708 -0.171
H 5.500 -2.464 -1.785
H 3.093 -1.988 -2.005
H 5.097 -1.870 2.462
C -5.956 -2.772 -0.515
C -4.997 -3.528 0.147
C -3.656 -3.205 0.026
C -3.287 -2.112 -0.748
C -4.234 -1.366 -1.434
C -5.574 -1.704 -1.313
As -1.394 -1.574 -0.756
C -1.438 -0.713 1.032
C -1.495 -1.352 2.274
C -1.592 -0.590 3.429
C -1.626 0.798 3.346
C -1.591 1.442 2.117
C -1.513 0.698 0.943
C -1.545 1.220 -0.433
C -1.627 2.561 -0.789
C -1.652 2.921 -2.127
C -1.584 1.953 -3.122
C -1.482 0.611 -2.782
C -1.479 0.245 -1.443
H -7.003 -3.027 -0.420
H -5.294 -4.374 0.752
H -2.905 -3.816 0.514
H -3.936 -0.535 -2.061
H -6.318 -1.127 -1.844
H -1.481 -2.434 2.335
H -1.656 -1.079 4.392
H -1.698 1.386 4.252
H -1.659 2.522 2.068
H -1.680 3.327 -0.025
H -1.725 3.966 -2.396
H -1.622 2.244 -4.163
H -1.421 -0.150 -3.551
C 3.215 4.254 0.654
N 2.635 3.041 0.092
C 2.629 2.687 -1.232
C 1.954 1.508 -1.311
N 1.547 1.141 -0.047
C 1.982 2.089 0.770
H 2.560 5.106 0.477
H 4.178 4.451 0.190
H 3.351 4.128 1.724
H 3.091 3.289 -1.995
H 1.714 0.917 -2.178
H 1.824 2.114 1.837


67
Properties=species:S:1:pos:R:3 method="wB97M-V/def2-TZVPD" de_lowest_kj_mol=4.52 gap_ev=8.8 largest_force_ev_per_a=1.27 smiles="CCN(CC)S(=O)(=O)c1cccc(-c2nnc(SCC(=O)NC3CCCCCCC3)n2N)c1" charge=0 mol_weight_g_mol=494.69 homo_energy_ev=-8.67 energy_ev=-60118.9353 multiplicity=1
C -5.066 -2.479 -0.071
H -4.994 -3.537 -0.312
H -5.599 -1.967 -0.868
H -5.633 -2.370 0.851
C -3.670 -1.879 0.065
N -3.682 -0.458 0.349
S -4.238 0.533 -0.872
O -3.970 -0.110 -2.121
O -5.572 1.005 -0.614
C -3.120 1.925 -0.675
C -1.768 1.704 -0.821
C -0.877 2.763 -0.647
C -1.378 4.035 -0.365
C -2.740 4.239 -0.227
C -3.619 3.177 -0.370
H -4.685 3.301 -0.266
H -3.115 5.228 -0.015
H -0.711 4.884 -0.298
C 0.546 2.506 -0.788
N 1.080 1.687 -1.658
N 2.404 1.690 -1.496
C 2.690 2.490 -0.494
N 1.544 3.053 -0.015
N 1.459 3.824 1.135
H 0.495 4.090 1.305
H 2.062 4.640 1.069
S 4.249 2.859 0.169
C 5.303 1.755 -0.826
H 4.990 1.849 -1.864
H 6.314 2.134 -0.684
C 5.228 0.307 -0.327
O 6.076 -0.159 0.406
N 4.166 -0.354 -0.803
H 3.467 0.168 -1.330
C 3.804 -1.694 -0.379
C 2.959 -2.320 -1.496
H 2.264 -1.574 -1.881
H 3.645 -2.556 -2.312
C 2.180 -3.584 -1.113
H 2.649 -4.074 -0.259
C 0.692 -3.353 -0.836
C 0.332 -2.577 0.433
H 0.774 -3.066 1.303
H -0.752 -2.649 0.545
C 0.720 -1.094 0.413
H 0.841 -0.759 -0.617
C 1.971 -0.758 1.229
C 3.184 -1.664 1.026
H 2.939 -2.683 1.323
H 3.970 -1.315 1.701
H 1.713 -0.805 2.291
H 2.258 0.276 1.020
H -0.101 -0.506 0.834
H 0.253 -2.839 -1.694
H 0.214 -4.334 -0.768
H 2.238 -4.286 -1.948
H 4.741 -2.258 -0.283
H -1.405 0.721 -1.070
C -4.028 -0.021 1.685
C -2.777 0.324 2.490
H -2.134 -0.548 2.580
H -3.056 0.656 3.487
H -2.218 1.116 1.999
H -4.669 0.859 1.588
H -4.600 -0.796 2.204
H -3.132 -1.994 -0.877
H -3.108 -2.375 0.861


25
Properties=species:S:1:pos:R:3 method="wB97M-V/def2-TZVPD" gap_ev="2.1 / 6.5" largest_force_ev_per_a=6.05 charge=-1 mol_weight_g_mol=246.20 homo_energy_ev="-0.05 / -4.50" energy_ev=-34497.2455 multiplicity=2
C 1.133 -0.445 -0.094
N 1.567 -0.802 1.292
O 1.184 -1.902 1.627
O 2.084 0.081 1.973
H 0.178 0.080 -0.065
H 1.131 -1.380 -0.654
H 1.875 0.227 -0.526
C 4.816 -0.960 3.608
N 6.279 -0.783 3.472
O 6.810 0.032 4.218
O 6.893 -1.401 2.528
H 4.427 -0.316 2.819
H 4.543 -0.646 4.615
H 4.567 -2.003 3.414
C -5.137 0.071 -2.688
C -5.175 1.522 -2.273
O -3.869 2.113 -2.173
S -2.731 1.043 -2.627
O -1.770 1.001 -1.514
O -2.171 1.455 -3.909
O -3.802 -0.236 -2.729
H -5.305 -0.103 -3.751
H -5.920 -0.499 -2.188
H -5.808 1.752 -1.416
H -5.798 2.098 -2.957


Which value of multiplicity does entry 1 give?
1


Which of these has the lowest charge?
C4H10N2O8S